i) Here is the molecule C20H34N6O2 from OMol25. Energies are from the ωB97M-V functional and the def2-TZVPD basis.

HOMO = -8.5 eV
HOMO-LUMO gap = 8.93 eV
structure (SMILES) = CC1=CC[C@H](C(=O)N(C)CC[C@H](C)NC(=O)c2cn(CCN(C)C)nn2)CC1

Element x y z (Å)
C (-1.10, 4.89, 3.89)
C (-1.67, 3.51, 3.81)
C (-2.98, 3.27, 3.92)
C (-3.60, 1.91, 3.78)
C (-2.64, 0.92, 3.14)
C (-3.16, -0.50, 3.25)
O (-3.53, -0.93, 4.34)
N (-3.17, -1.28, 2.13)
C (-3.51, -2.68, 2.25)
C (-2.66, -0.85, 0.83)
C (-1.14, -0.85, 0.75)
C (-0.63, -0.89, -0.69)
C (-0.63, -2.29, -1.28)
N (0.73, -0.35, -0.75)
C (0.95, 0.98, -0.56)
O (0.06, 1.77, -0.33)
C (2.38, 1.38, -0.62)
C (3.50, 0.66, -0.28)
N (4.52, 1.52, -0.48)
C (5.93, 1.36, -0.20)
C (6.21, 1.32, 1.29)
N (5.70, 0.10, 1.91)
C (5.45, 0.29, 3.33)
C (6.59, -1.02, 1.70)
N (4.06, 2.70, -0.92)
N (2.77, 2.63, -1.00)
C (-1.28, 1.02, 3.85)
C (-0.68, 2.40, 3.59)
H (-0.54, 5.13, 2.99)
H (-1.88, 5.65, 4.02)
H (-0.40, 4.98, 4.73)
H (-3.65, 4.11, 4.10)
H (-3.91, 1.52, 4.76)
H (-4.51, 1.99, 3.18)
H (-2.49, 1.22, 2.10)
H (-3.78, -2.89, 3.28)
H (-4.34, -2.93, 1.59)
H (-2.65, -3.31, 1.98)
H (-3.08, -1.55, 0.10)
H (-3.05, 0.13, 0.57)
H (-0.75, 0.04, 1.24)
H (-0.75, -1.72, 1.29)
H (-1.27, -0.23, -1.30)
H (-1.62, -2.73, -1.22)
H (-0.33, -2.28, -2.33)
H (0.05, -2.94, -0.72)
H (1.46, -0.91, -1.14)
H (3.66, -0.32, 0.13)
H (6.29, 0.46, -0.70)
H (6.43, 2.22, -0.66)
H (7.29, 1.43, 1.46)
H (5.72, 2.18, 1.75)
H (5.03, -0.62, 3.76)
H (6.36, 0.54, 3.89)
H (4.72, 1.10, 3.47)
H (6.15, -1.93, 2.12)
H (6.75, -1.20, 0.64)
H (7.57, -0.87, 2.17)
H (-1.44, 0.87, 4.92)
H (-0.60, 0.24, 3.51)
H (-0.29, 2.46, 2.57)
H (0.19, 2.56, 4.25)

ii) Here is the molecule C20H34N6O2 from OMol25. Energies are from the ωB97M-V functional and the def2-TZVPD basis.

HOMO = -8.7 eV
HOMO-LUMO gap = 9.11 eV
structure (SMILES) = CC1=CC[C@H](C(=O)N(C)CC[C@H](C)NC(=O)c2cn(CCN(C)C)nn2)CC1

Element x y z (Å)
C (-3.34, -4.04, 4.33)
C (-1.90, -3.76, 4.03)
C (-1.00, -4.73, 3.91)
C (0.45, -4.51, 3.56)
C (0.67, -3.12, 2.97)
C (2.16, -2.80, 2.91)
O (2.85, -2.94, 3.91)
N (2.68, -2.32, 1.74)
C (4.05, -1.84, 1.74)
C (1.88, -1.98, 0.58)
C (1.09, -0.66, 0.70)
C (1.28, 0.27, -0.50)
C (2.66, 0.91, -0.54)
N (0.27, 1.33, -0.47)
C (-1.02, 1.07, -0.80)
O (-1.40, -0.02, -1.16)
C (-1.93, 2.24, -0.67)
C (-1.87, 3.29, 0.21)
N (-2.96, 4.03, -0.07)
C (-3.47, 5.23, 0.57)
C (-3.89, 4.96, 2.01)
N (-2.75, 4.70, 2.88)
C (-3.16, 3.95, 4.06)
C (-2.07, 5.93, 3.26)
N (-3.66, 3.47, -1.08)
N (-3.05, 2.39, -1.43)
C (-0.02, -2.08, 3.86)
C (-1.53, -2.31, 3.86)
H (-3.99, -3.63, 3.55)
H (-3.54, -5.11, 4.42)
H (-3.64, -3.56, 5.27)
H (-1.31, -5.76, 4.06)
H (1.08, -4.62, 4.45)
H (0.78, -5.27, 2.85)
H (0.21, -3.08, 1.99)
H (4.54, -2.19, 2.64)
H (4.57, -2.21, 0.86)
H (4.08, -0.74, 1.73)
H (2.57, -1.92, -0.26)
H (1.20, -2.80, 0.33)
H (0.03, -0.87, 0.82)
H (1.43, -0.14, 1.60)
H (1.11, -0.31, -1.41)
H (3.44, 0.15, -0.56)
H (2.77, 1.54, -1.42)
H (2.82, 1.52, 0.35)
H (0.57, 2.28, -0.35)
H (-1.21, 3.55, 1.02)
H (-2.71, 6.01, 0.51)
H (-4.33, 5.54, -0.02)
H (-4.48, 5.82, 2.37)
H (-4.54, 4.09, 2.02)
H (-2.28, 3.74, 4.68)
H (-3.88, 4.50, 4.68)
H (-3.60, 3.01, 3.76)
H (-1.20, 5.69, 3.87)
H (-1.73, 6.47, 2.39)
H (-2.73, 6.60, 3.85)
H (0.38, -2.18, 4.87)
H (0.20, -1.06, 3.52)
H (-1.97, -1.94, 2.92)
H (-2.00, -1.73, 4.65)

Which structure is the most stable? The one labeled i).

i) Here is the molecule C20H34N6O2 from OMol25. Energies are from the ωB97M-V functional and the def2-TZVPD basis.

HOMO = -8.9 eV
HOMO-LUMO gap = 9.27 eV
structure (SMILES) = CC1=CC[C@H](C(=O)N(C)CC[C@H](C)NC(=O)c2cn(CCN(C)C)nn2)CC1

Element x y z (Å)
C (-4.20, 4.66, 2.46)
C (-4.23, 3.21, 2.07)
C (-5.26, 2.67, 1.42)
C (-5.32, 1.23, 0.99)
C (-3.94, 0.57, 1.02)
C (-4.10, -0.94, 0.88)
O (-4.68, -1.57, 1.74)
N (-3.59, -1.56, -0.22)
C (-3.81, -3.00, -0.30)
C (-2.74, -0.91, -1.22)
C (-1.30, -0.68, -0.78)
C (-0.62, -1.93, -0.20)
C (-0.77, -2.05, 1.31)
N (0.81, -1.92, -0.52)
C (1.23, -2.20, -1.78)
O (0.45, -2.39, -2.70)
C (2.70, -2.20, -1.96)
C (3.67, -1.52, -1.26)
N (4.82, -1.87, -1.86)
C (6.18, -1.41, -1.60)
C (6.35, 0.06, -1.95)
N (5.64, 0.94, -1.05)
C (5.37, 2.23, -1.67)
C (6.35, 1.12, 0.21)
N (4.59, -2.71, -2.88)
N (3.32, -2.91, -2.94)
C (-3.26, 0.89, 2.36)
C (-3.03, 2.40, 2.48)
H (-3.32, 5.15, 2.04)
H (-5.09, 5.19, 2.10)
H (-4.14, 4.78, 3.54)
H (-6.11, 3.29, 1.17)
H (-6.00, 0.66, 1.63)
H (-5.73, 1.17, -0.03)
H (-3.33, 0.99, 0.22)
H (-4.85, -3.22, -0.09)
H (-3.56, -3.34, -1.30)
H (-3.20, -3.54, 0.42)
H (-2.73, -1.56, -2.09)
H (-3.19, 0.03, -1.54)
H (-0.74, -0.36, -1.67)
H (-1.24, 0.13, -0.05)
H (-1.05, -2.81, -0.69)
H (-1.82, -2.07, 1.60)
H (-0.30, -2.96, 1.67)
H (-0.30, -1.19, 1.80)
H (1.47, -1.99, 0.24)
H (3.64, -0.81, -0.45)
H (6.42, -1.60, -0.55)
H (6.82, -2.03, -2.22)
H (7.43, 0.29, -1.98)
H (5.97, 0.21, -2.96)
H (4.79, 2.85, -0.98)
H (6.29, 2.77, -1.93)
H (4.77, 2.08, -2.57)
H (5.76, 1.74, 0.88)
H (6.52, 0.16, 0.70)
H (7.33, 1.60, 0.06)
H (-3.91, 0.54, 3.16)
H (-2.31, 0.36, 2.45)
H (-2.17, 2.70, 1.86)
H (-2.76, 2.65, 3.50)

ii) Here is the molecule C20H34N6O2 from OMol25. Energies are from the ωB97M-V functional and the def2-TZVPD basis.

HOMO = -8.4 eV
HOMO-LUMO gap = 8.83 eV
structure (SMILES) = CC1=CC[C@H](C(=O)N(C)CC[C@H](C)NC(=O)c2cn(CCN(C)C)nn2)CC1

Element x y z (Å)
C (-4.02, -2.62, 3.51)
C (-2.53, -2.68, 3.33)
C (-1.89, -3.83, 3.13)
C (-0.41, -3.93, 2.89)
C (0.19, -2.56, 2.54)
C (1.71, -2.66, 2.55)
O (2.34, -2.48, 3.58)
N (2.33, -3.02, 1.38)
C (3.78, -3.07, 1.34)
C (1.64, -3.12, 0.11)
C (1.38, -1.76, -0.55)
C (0.26, -1.82, -1.59)
C (0.70, -2.49, -2.88)
N (-0.23, -0.48, -1.88)
C (-1.05, 0.16, -1.00)
O (-1.37, -0.33, 0.07)
C (-1.49, 1.51, -1.42)
C (-0.85, 2.43, -2.21)
N (-1.68, 3.49, -2.23)
C (-1.51, 4.79, -2.84)
C (-0.43, 5.60, -2.13)
N (0.90, 5.05, -2.36)
C (1.82, 5.44, -1.30)
C (1.43, 5.44, -3.66)
N (-2.78, 3.24, -1.50)
N (-2.67, 2.05, -1.01)
C (-0.30, -1.52, 3.53)
C (-1.81, -1.36, 3.40)
H (-4.46, -1.96, 2.76)
H (-4.48, -3.61, 3.41)
H (-4.28, -2.21, 4.49)
H (-2.45, -4.76, 3.11)
H (0.10, -4.32, 3.79)
H (-0.21, -4.65, 2.10)
H (-0.18, -2.27, 1.55)
H (4.16, -2.98, 2.35)
H (4.11, -4.02, 0.91)
H (4.19, -2.26, 0.73)
H (2.24, -3.76, -0.54)
H (0.69, -3.64, 0.25)
H (1.08, -1.06, 0.23)
H (2.29, -1.37, -1.01)
H (-0.57, -2.38, -1.15)
H (1.05, -3.50, -2.69)
H (-0.13, -2.55, -3.59)
H (1.51, -1.93, -3.35)
H (-0.16, -0.12, -2.82)
H (0.11, 2.46, -2.69)
H (-1.29, 4.67, -3.90)
H (-2.47, 5.29, -2.75)
H (-0.50, 6.65, -2.46)
H (-0.64, 5.58, -1.06)
H (2.79, 4.98, -1.47)
H (1.96, 6.53, -1.24)
H (1.45, 5.09, -0.34)
H (2.40, 4.96, -3.82)
H (0.76, 5.12, -4.46)
H (1.56, 6.53, -3.74)
H (-0.03, -1.84, 4.54)
H (0.20, -0.57, 3.36)
H (-2.05, -0.79, 2.50)
H (-2.20, -0.79, 4.24)

Which structure is the most stable? The one labeled ii).

i) Here is the molecule C3H5I from OMol25. Energies are from the ωB97M-V functional and the def2-TZVPD basis.

HOMO = -9.2 eV
HOMO-LUMO gap = 9.49 eV
structure (SMILES) = C=C(C)I

Element x y z (Å)
C (-0.54, 0.96, -0.91)
C (-0.28, 0.25, 0.23)
C (0.67, -0.90, 0.30)
I (-1.40, 0.74, 2.11)
H (-1.25, 1.81, -0.92)
H (0.05, 0.83, -1.80)
H (1.07, -1.25, -0.70)
H (0.18, -1.78, 0.74)
H (1.49, -0.66, 0.94)

ii) Here is a structure of composition C3H5I from OMol25. Energies are from the ωB97M-V functional and the def2-TZVPD basis.

HOMO = -8.8 eV
HOMO-LUMO gap = 7.54 eV

Element x y z (Å)
C (0.70, 0.29, 1.21)
C (0.11, 0.17, 0.10)
C (-0.64, -0.75, -0.70)
I (0.05, 2.75, -1.15)
H (1.25, 1.18, 1.37)
H (0.93, -0.73, 1.62)
H (-0.20, -0.65, -1.66)
H (-0.55, -1.70, -0.13)
H (-1.66, -0.55, -0.65)

Which structure is the most stable? The one labeled i).

i) Here is the molecule CH5NO2S from OMol25. Energies are from the ωB97M-V functional and the def2-TZVPD basis.

HOMO = -10.6 eV
HOMO-LUMO gap = 11.17 eV
structure (SMILES) = CN[SH](=O)=O

Element x y z (Å)
C (0.68, -0.24, -0.46)
N (-0.64, 0.47, -0.41)
S (-2.03, -0.14, 0.16)
O (-3.21, 0.91, -0.06)
O (-2.04, -1.49, -0.22)
H (1.36, 0.29, -0.93)
H (0.84, -0.35, 0.64)
H (0.46, -1.18, -0.85)
H (-0.55, 1.28, -0.92)
H (-1.84, -0.01, 1.67)

ii) Here is a cluster of 2 separate species, CH5NO2S in total from OMol25. Energies are from the ωB97M-V functional and the def2-TZVPD basis.

HOMO (spin up / spin down) = -9.3 / -9.3 eV
HOMO-LUMO gap (spin up / spin down) = 8.14 / 7.87 eV

Element x y z (Å)
C (-1.40, -0.12, -0.50)
N (1.49, -0.41, -0.31)
O (0.69, 2.32, 1.05)
O (0.10, -1.04, 1.62)
S (0.17, 0.01, 0.68)
H (-2.37, -0.02, 0.09)
H (-1.39, 0.59, -1.30)
H (-1.18, -1.18, -0.72)
H (2.23, -0.56, 0.34)
H (1.66, 0.42, -0.93)

Which structure is the most stable? The one labeled i).

i) Here is a structure of composition CH5NO2S from OMol25. Energies are from the ωB97M-V functional and the def2-TZVPD basis.

HOMO = -10.1 eV
HOMO-LUMO gap = 10.54 eV

Element x y z (Å)
C (-0.87, -1.89, 0.31)
N (-0.17, -1.60, -0.71)
O (0.85, 0.27, 0.99)
O (2.25, -0.18, -0.92)
S (1.03, 0.36, -0.44)
H (-0.59, 4.87, 0.27)
H (-0.87, -1.05, 1.16)
H (-1.39, -2.81, 0.57)
H (-0.08, -2.15, -1.56)
H (-0.17, 4.17, 0.33)

ii) Here is a cluster of 2 separate species, CH5NO2S in total from OMol25. Energies are from the ωB97M-V functional and the def2-TZVPD basis.

HOMO (spin up / spin down) = -8.8 / -8.3 eV
HOMO-LUMO gap (spin up / spin down) = 8.54 / 8.23 eV

Element x y z (Å)
C (1.12, 0.20, 0.05)
N (0.29, -0.96, -0.08)
O (-0.84, -0.78, -0.61)
O (-4.05, 0.65, 0.47)
S (-2.95, -0.28, 0.20)
H (1.68, 0.28, -0.81)
H (0.46, 1.09, 0.22)
H (1.66, 0.17, 0.91)
H (0.60, -1.73, 0.47)
H (-2.89, -0.69, -1.08)

Which structure is the most stable? The one labeled i).

i) Here is a cluster of 2 separate species, C4H7FINO in total from OMol25. Energies are from the ωB97M-V functional and the def2-TZVPD basis.

HOMO (spin up / spin down) = -8.6 / -8.4 eV
HOMO-LUMO gap (spin up / spin down) = 8.00 / 8.39 eV

Element x y z (Å)
C (1.38, -0.22, -0.35)
C (-0.45, 1.70, 0.20)
C (-1.06, -1.47, 0.28)
C (0.15, 0.51, -0.59)
N (1.88, -1.03, -1.32)
O (1.86, -0.05, 0.76)
F (-0.94, -2.47, -0.58)
I (-0.69, 0.64, -2.50)
H (0.23, 1.74, 1.11)
H (-0.27, 2.59, -0.44)
H (-1.37, 1.54, 0.52)
H (-0.40, -1.66, 1.03)
H (-2.15, -1.06, 0.26)
H (1.30, -1.02, -2.10)
H (2.45, -1.76, -0.94)

ii) Here is the molecule C4H7FINO from OMol25. Energies are from the ωB97M-V functional and the def2-TZVPD basis.

HOMO = -9.1 eV
HOMO-LUMO gap = 8.84 eV
structure (SMILES) = OCC1(F)CN(I)C1

Element x y z (Å)
O (1.94, 1.47, 0.61)
C (1.17, 0.95, -0.47)
C (0.41, -0.31, -0.08)
F (1.28, -1.25, 0.28)
C (-0.75, -0.98, -0.87)
N (-1.59, -1.01, 0.33)
I (-3.58, -0.33, 0.06)
C (-0.74, -0.11, 1.04)
H (2.51, 0.78, 0.82)
H (0.46, 1.75, -0.64)
H (1.85, 0.73, -1.36)
H (-0.94, -0.22, -1.58)
H (-0.54, -2.06, -1.19)
H (-0.58, -0.43, 2.19)
H (-0.90, 1.01, 0.86)

Which structure is the most stable? The one labeled ii).

i) Here is a cluster of 4 separate species, C2H13NO3S in total from OMol25. Energies are from the ωB97M-V functional and the def2-TZVPD basis.

HOMO = -9.3 eV
HOMO-LUMO gap = 9.57 eV
structure (SMILES) = NCCS.O.O.O

Element x y z (Å)
N (-1.76, -1.23, -2.55)
C (-0.78, -0.16, -2.20)
C (0.74, -0.47, -2.24)
S (1.48, -1.13, -0.78)
H (-1.89, -1.40, -3.52)
H (-1.58, -2.23, -2.04)
H (-1.09, -0.15, -0.95)
H (-1.22, 0.66, -2.80)
H (0.73, -1.24, -3.18)
H (1.43, 0.40, -2.51)
H (0.29, -1.13, 0.04)
O (-2.03, 2.18, 3.07)
H (-1.61, 2.89, 2.76)
H (-2.73, 2.01, 2.34)
O (3.36, 0.65, 2.53)
H (2.60, 0.01, 2.49)
H (3.35, 1.10, 1.76)
O (0.51, -0.45, 2.79)
H (0.19, 0.44, 3.02)
H (0.01, -0.74, 1.99)

ii) Here is a cluster of 4 separate species, C2H13NO3S in total from OMol25. Energies are from the ωB97M-V functional and the def2-TZVPD basis.

HOMO = -9.3 eV
HOMO-LUMO gap = 9.88 eV
structure (SMILES) = NCCS.O.O.O

Element x y z (Å)
N (-0.75, 0.75, 1.17)
C (-0.59, -0.29, 0.13)
C (-0.07, -1.54, 0.80)
S (0.33, -2.95, -0.36)
H (-0.78, 1.61, 0.65)
H (-1.62, 0.67, 1.67)
H (0.19, -0.04, -0.57)
H (-1.55, -0.36, -0.38)
H (0.86, -1.32, 1.31)
H (-0.78, -1.98, 1.50)
H (1.62, -2.92, -0.03)
O (-0.30, 2.47, -1.79)
H (0.10, 1.64, -2.06)
H (0.08, 3.18, -2.28)
O (1.46, 0.62, 3.19)
H (0.59, 0.70, 2.78)
H (1.69, 1.51, 3.41)
O (-0.21, -0.27, -2.81)
H (-0.53, -0.40, -3.71)
H (0.26, -1.09, -2.59)

Which structure is the most stable? The one labeled ii).